{
  "formula": "C6H15O2",
  "method": "wB97M-V/def2-TZVPD",
  "homo_ha": -0.1359,
  "de_lowest_kcal_mol": 0.0,
  "total_charge": -1,
  "e_lumo_ev": 4.1,
  "max_force_ev_per_a": 0.68,
  "e_tot_ha": -388.09657,
  "elements": ["C", "C", "C", "O", "H", "H", "H", "H", "H", "H", "H", "H", "C", "O", "C", "C", "H", "H", "H", "H", "H", "H", "H"],
  "positions_angstrom": [[0.6615, -3.2062, 0.3479], [0.5367, -1.7487, 0.7939], [-0.6875, -1.4966, 1.6667], [0.5334, -0.9476, -0.3491], [1.5167, -3.3004, -0.3216], [-0.2077, -3.4642, -0.2687], [0.7190, -3.9152, 1.1781], [1.4187, -1.5010, 1.4108], [-0.7829, -2.2686, 2.4398], [-1.5966, -1.4842, 1.0599], [-0.5954, -0.5190, 2.1397], [0.5046, 0.1493, 0.0656], [0.7109, 2.1922, -0.5521], [0.6183, 1.3486, 0.5272], [-0.6741, 2.6228, -1.0744], [-1.5738, 1.4202, -1.3555], [1.2932, 1.7579, -1.3885], [1.2560, 3.1125, -0.2763], [-0.5582, 3.2068, -1.9979], [-1.1378, 3.2711, -0.3277], [-2.4598, 1.7016, -1.9313], [-1.8944, 0.9474, -0.4338], [-1.0355, 0.6388, -1.8939]],
  "forces_ev_per_a": [[-0.392, 0.129, -0.257], [0.266, 0.084, -0.596], [-0.079, -0.104, 0.145], [-0.246, 0.341, 0.537], [0.193, -0.063, 0.195], [-0.080, 0.022, 0.135], [0.131, 0.004, 0.021], [0.093, -0.115, 0.113], [-0.039, 0.070, 0.059], [0.035, -0.113, -0.072], [-0.043, 0.033, 0.006], [0.371, -0.104, -0.201], [-0.205, 0.176, 0.332], [-0.117, -0.345, -0.091], [0.151, -0.249, -0.279], [0.036, 0.024, -0.063], [-0.116, -0.152, -0.128], [0.074, 0.154, -0.033], [0.060, 0.085, 0.040], [-0.067, 0.052, 0.053], [-0.046, 0.019, -0.004], [-0.043, -0.003, 0.211], [0.063, 0.057, -0.124]],
  "lowdin_charge": [-0.0930, -0.5875, -0.0811, -0.1952, 0.0616, 0.0678, 0.0577, 0.1239, 0.0590, 0.0714, 0.0641, 0.0158, -0.4282, -0.2625, -0.2663, -0.1316, 0.0986, 0.0816, 0.0850, 0.0882, 0.0505, 0.0560, 0.0644]
}

=====

{
  "formula": "C44H46N4O6S2SiZr",
  "method": "wB97M-V/def2-TZVPD",
  "homo_ha": -0.0145,
  "de_lowest_kcal_mol": 70.0,
  "total_charge": -2,
  "e_lumo_ev": 3.7,
  "max_force_ev_per_a": 1.13,
  "e_tot_ha": -3507.86608,
  "elements": ["Zr", "C", "O", "C", "C", "C", "C", "C", "C", "N", "N", "C", "C", "O", "C", "C", "C", "C", "C", "C", "C", "C", "H", "H", "H", "H", "H", "H", "H", "H", "H", "H", "H", "H", "H", "C", "Si", "C", "C", "C", "C", "C", "C", "N", "C", "S", "H", "H", "H", "H", "H", "H", "H", "H", "H", "H", "H", "H", "C", "C", "C", "C", "C", "C", "C", "S", "O", "O", "N", "C", "C", "O", "O", "H", "H", "H", "H", "H", "H", "H", "H", "H", "C", "C", "C", "C", "C", "C", "C", "C", "C", "C", "H", "H", "H", "H", "H", "H", "H", "H", "H", "H", "H", "H"],
  "positions_angstrom": [[-0.6434, -0.0958, 0.5170], [-4.2666, 1.1240, 1.5699], [-3.3584, 1.4524, 0.5418], [-3.4624, 2.7187, -0.0009], [-4.6358, 3.4476, 0.0896], [-4.6793, 4.7930, -0.2741], [-3.5077, 5.4015, -0.6957], [-2.3402, 4.6686, -0.8334], [-2.2963, 3.2841, -0.5852], [-1.1721, 2.5527, -0.8293], [0.0593, 3.2525, -0.8565], [0.8830, 2.9723, 0.1540], [0.7148, 2.1803, 1.3255], [-0.4966, 1.5224, 1.5820], [1.7105, 2.0628, 2.2930], [2.9463, 2.6510, 2.1864], [3.2237, 3.4114, 1.0257], [4.4885, 4.0234, 0.8223], [4.7680, 4.7413, -0.3074], [3.7851, 4.8807, -1.3071], [2.5528, 4.3015, -1.1320], [2.2298, 3.5662, 0.0291], [-4.4340, 1.9827, 2.2270], [-3.8033, 0.3221, 2.1412], [-5.2249, 0.7845, 1.1607], [-5.5238, 2.9767, 0.4915], [-5.6040, 5.3507, -0.1885], [-3.4970, 6.4599, -0.9339], [-1.4188, 5.1289, -1.1611], [1.4620, 1.4680, 3.1652], [3.6989, 2.5301, 2.9561], [5.2429, 3.9004, 1.5937], [5.7470, 5.1926, -0.4357], [4.0034, 5.4325, -2.2148], [1.7816, 4.3834, -1.8853], [5.3728, -3.8131, -1.7817], [4.3886, -2.2573, -1.3761], [4.3861, -1.1688, -2.8959], [5.2420, -1.4095, 0.0494], [2.6526, -2.8091, -0.9411], [2.2757, -4.1392, -0.9220], [0.9657, -4.5234, -0.6112], [0.0576, -3.5215, -0.3366], [0.3877, -2.2327, -0.3479], [1.6497, -1.8554, -0.6256], [1.8978, -0.1606, -0.5225], [6.3922, -3.5378, -2.0633], [4.9356, -4.3658, -2.6163], [5.4371, -4.4866, -0.9240], [5.3700, -1.1823, -3.3735], [4.1308, -0.1403, -2.6448], [3.6468, -1.5240, -3.6172], [6.3072, -1.2992, -0.1746], [5.1432, -2.0013, 0.9626], [4.8151, -0.4265, 0.2452], [3.0073, -4.9076, -1.1512], [0.6590, -5.5604, -0.5971], [-0.9828, -3.7454, -0.1235], [-0.1960, -6.4352, 6.0825], [-0.2231, -5.0992, 5.3880], [0.5213, -4.8745, 4.2384], [0.4767, -3.6465, 3.5857], [-0.3174, -2.6360, 4.0982], [-1.0661, -2.8364, 5.2515], [-1.0154, -4.0644, 5.8865], [-0.4041, -1.0596, 3.2743], [0.6310, -1.1619, 2.2163], [-0.1956, -0.0650, 4.2872], [-1.8016, -0.9370, 2.5476], [-2.4230, -2.1973, 2.1087], [-2.9267, -2.1283, 0.6673], [-3.8613, -2.8272, 0.3096], [-2.2501, -1.3305, -0.0895], [0.5858, -7.0754, 5.6744], [-1.1489, -6.9565, 5.9661], [-0.0152, -6.3208, 7.1529], [1.1436, -5.6673, 3.8392], [1.0494, -3.4679, 2.6853], [-1.6727, -2.0306, 5.6430], [-1.5976, -4.2257, 6.7874], [-3.2794, -2.4631, 2.7351], [-1.7336, -3.0508, 2.1366], [-0.7282, -0.4971, -3.1141], [-0.9622, 0.9944, -2.8270], [0.2552, 1.7598, -3.3389], [-1.2175, 1.1630, -1.3046], [-2.2383, 1.4445, -3.5531], [-3.3949, 0.6598, -3.4823], [-4.5802, 1.0659, -4.0700], [-4.6527, 2.2808, -4.7428], [-3.5219, 3.0755, -4.8129], [-2.3303, 2.6582, -4.2274], [0.2850, -0.7693, -2.8157], [-0.8509, -0.7072, -4.1821], [-1.4183, -1.1394, -2.5633], [1.1517, 1.3970, -2.8331], [0.2054, 2.8261, -3.1367], [0.3635, 1.5864, -4.4171], [-2.2712, 0.8848, -1.2033], [-3.3758, -0.2708, -2.9268], [-5.4582, 0.4359, -3.9839], [-5.5844, 2.6084, -5.1893], [-3.5606, 4.0379, -5.3104], [-1.4662, 3.3056, -4.2793]],
  "forces_ev_per_a": [[0.548, -0.083, -0.990], [-0.020, -0.065, 0.007], [0.111, -0.002, -0.166], [-0.102, 0.014, 0.055], [0.008, 0.033, 0.019], [0.002, 0.003, -0.014], [0.013, 0.000, 0.008], [0.026, -0.031, -0.015], [0.020, 0.077, -0.067], [-0.140, 0.055, 0.042], [-0.021, -0.202, 0.041], [0.391, 0.200, -0.044], [-0.530, 0.104, -0.159], [0.293, 0.285, 0.332], [0.021, -0.040, 0.165], [0.000, 0.075, -0.122], [0.088, -0.044, 0.138], [-0.032, -0.024, 0.019], [0.022, 0.022, -0.024], [0.012, 0.001, -0.016], [-0.011, -0.036, 0.072], [-0.210, -0.011, -0.109], [0.008, -0.029, 0.010], [-0.025, 0.006, -0.008], [-0.001, 0.026, 0.015], [0.007, 0.001, 0.003], [-0.005, -0.002, 0.004], [-0.008, 0.004, -0.001], [-0.007, 0.013, -0.006], [-0.024, -0.005, -0.032], [0.009, 0.003, 0.008], [0.004, 0.000, 0.003], [-0.006, 0.004, -0.009], [0.008, 0.003, 0.003], [-0.001, 0.018, -0.021], [0.037, -0.049, -0.021], [-0.105, 0.084, 0.033], [0.022, -0.012, -0.078], [0.076, -0.037, 0.075], [0.003, -0.045, -0.031], [-0.083, -0.058, 0.032], [0.046, 0.055, -0.001], [-0.009, -0.001, -0.134], [-0.169, 0.012, 0.193], [0.060, 0.070, 0.066], [-0.025, -0.042, 0.025], [0.015, 0.004, -0.003], [-0.008, -0.012, -0.017], [-0.003, -0.018, 0.015], [0.002, 0.025, -0.022], [-0.022, 0.016, 0.033], [0.019, -0.004, -0.036], [0.013, 0.037, 0.035], [0.026, -0.006, 0.009], [-0.031, 0.018, -0.024], [0.003, -0.010, -0.009], [0.019, -0.006, -0.009], [-0.004, 0.005, 0.014], [0.004, -0.009, 0.008], [-0.022, -0.028, 0.031], [-0.003, 0.068, -0.037], [-0.034, -0.103, 0.094], [0.051, -0.009, -0.009], [0.060, -0.067, -0.034], [-0.002, 0.015, 0.008], [-0.279, -0.274, -0.001], [0.126, 0.242, 0.304], [-0.011, -0.011, 0.039], [0.259, -0.267, -0.156], [-0.187, 0.071, 0.220], [-0.048, 0.130, 0.005], [0.037, -0.090, 0.021], [-0.323, -0.068, 0.111], [0.003, 0.003, -0.008], [-0.002, 0.006, -0.004], [-0.002, 0.006, 0.002], [0.004, -0.007, -0.001], [0.007, 0.020, -0.023], [-0.005, 0.031, -0.013], [0.001, -0.007, 0.003], [0.060, 0.027, 0.057], [-0.062, -0.034, -0.054], [-0.081, -0.088, -0.022], [-0.136, 0.077, -0.156], [0.145, -0.088, -0.055], [-0.005, 0.090, 0.223], [0.098, 0.052, 0.076], [0.000, 0.014, -0.003], [-0.014, -0.012, 0.009], [-0.026, -0.004, -0.007], [0.050, -0.011, 0.026], [-0.029, 0.023, -0.013], [0.000, 0.014, 0.016], [0.061, 0.011, 0.000], [-0.018, 0.029, 0.002], [-0.026, -0.006, -0.013], [-0.053, -0.007, 0.005], [0.032, 0.004, -0.014], [0.065, -0.155, 0.103], [0.012, -0.005, -0.008], [-0.015, 0.007, -0.010], [-0.007, -0.002, 0.001], [-0.014, 0.003, -0.006], [0.000, 0.007, -0.001]],
  "lowdin_charge": [1.6983, -0.0793, -0.1383, -0.1967, -0.0580, -0.1436, -0.1378, -0.0253, -0.1524, -0.1256, 0.0474, -0.2192, -0.3446, -0.3327, -0.0642, -0.0914, -0.2031, -0.0744, -0.1389, -0.1287, -0.0439, -0.0968, 0.0971, 0.0667, 0.0924, 0.0934, 0.0757, 0.0824, 0.0949, 0.0957, 0.0828, 0.0932, 0.0786, 0.0771, 0.0898, -0.2026, 0.4875, -0.1840, -0.1828, -0.2498, -0.0996, -0.0840, -0.1341, -0.0612, -0.7399, 0.7354, 0.0210, 0.0250, 0.0242, 0.0213, 0.0163, 0.0324, 0.0239, 0.0316, 0.0128, 0.0843, 0.0867, 0.1089, -0.0638, -0.2834, -0.0356, -0.0448, -0.2807, -0.0477, -0.0469, 0.5714, -0.4324, -0.2891, -0.2582, -0.2028, -0.6586, 0.0283, -0.2021, 0.0683, 0.0775, 0.0735, 0.1078, 0.1101, 0.1190, 0.1085, 0.1151, 0.1030, -0.0613, -0.4751, -0.0719, -0.2615, -0.1586, -0.0336, -0.0969, -0.1251, -0.1004, -0.0312, 0.0492, 0.0861, 0.0629, 0.0505, 0.0529, 0.0843, 0.0704, 0.1136, 0.0914, 0.0837, 0.0896, 0.1007]
}

=====

{
  "formula": "C5H8O",
  "method": "wB97M-V/def2-TZVPD",
  "homo_ha": -0.3713,
  "de_lowest_kcal_mol": 52.3,
  "e_lumo_ev": 0.9,
  "max_force_ev_per_a": 0.82,
  "e_tot_ha": -270.47453,
  "smiles": "C#CC(C)(C)O",
  "elements": ["C", "C", "C", "C", "C", "O", "H", "H", "H", "H", "H", "H", "H", "H"],
  "positions_angstrom": [[1.6287, 0.2409, 1.8731], [1.0395, 0.1929, 0.8248], [-0.1377, -0.0563, -0.0329], [-0.5376, 1.1797, -0.8331], [0.0663, -1.3150, -0.8654], [-1.1939, -0.3784, 0.8724], [1.9868, 0.1943, 2.8721], [-0.5608, 2.0499, -0.1652], [0.1682, 1.3983, -1.6390], [-1.5390, 1.0150, -1.2448], [0.4217, -2.1139, -0.2070], [0.8013, -1.1484, -1.6580], [-0.8934, -1.6153, -1.2970], [-1.2502, 0.3563, 1.5001]],
  "forces_ev_per_a": [[-0.206, -0.041, -0.281], [-0.013, -0.088, 0.812], [0.096, -0.013, -0.179], [0.019, 0.064, -0.067], [-0.002, -0.021, -0.063], [-0.311, 0.178, 0.115], [0.450, 0.171, -0.083], [-0.077, -0.139, -0.155], [-0.063, -0.074, 0.074], [0.214, 0.060, -0.012], [-0.085, 0.103, -0.182], [-0.120, -0.030, 0.100], [0.166, 0.073, -0.022], [-0.070, -0.243, -0.057]],
  "lowdin_charge": [0.1334, -0.0672, -0.6588, -0.0295, -0.0252, -0.0256, 0.0306, 0.0879, 0.0880, 0.0910, 0.0921, 0.0903, 0.0912, 0.1020]
}

=====

{
  "formula": "C27H29N3O6",
  "method": "wB97M-V/def2-TZVPD",
  "homo_ha": -0.2946,
  "de_lowest_kcal_mol": 0.2,
  "e_lumo_ev": 0.6,
  "max_force_ev_per_a": 0.85,
  "e_tot_ha": -1662.01714,
  "smiles": "CCOC(=O)C1=C(N)Oc2cc(C)n(CCc3ccc(OC)c(OC)c3)c(=O)c2[C@H]1c1cccnc1",
  "elements": ["C", "C", "O", "C", "O", "C", "C", "N", "O", "C", "C", "C", "C", "N", "C", "C", "C", "C", "C", "C", "O", "C", "C", "O", "C", "C", "C", "O", "C", "C", "C", "C", "C", "C", "N", "C", "H", "H", "H", "H", "H", "H", "H", "H", "H", "H", "H", "H", "H", "H", "H", "H", "H", "H", "H", "H", "H", "H", "H", "H", "H", "H", "H", "H", "H"],
  "positions_angstrom": [[-6.2550, -2.0321, 0.1651], [-6.1896, -0.5209, 0.2940], [-4.8853, -0.0997, -0.0893], [-4.4810, 1.1071, 0.3377], [-5.2041, 1.8476, 0.9937], [-3.1180, 1.3903, -0.0434], [-2.5214, 2.5448, 0.3743], [-3.1630, 3.5180, 1.0427], [-1.2177, 2.8537, 0.1303], [-0.5012, 2.0252, -0.6899], [0.8057, 2.4486, -1.0154], [1.5955, 1.6699, -1.8106], [2.9814, 2.1160, -2.1553], [1.1111, 0.5057, -2.3131], [1.9235, -0.4175, -3.0857], [2.4156, -1.5832, -2.2075], [3.2667, -1.0899, -1.0744], [4.6441, -1.0017, -1.2015], [5.4014, -0.4932, -0.1648], [4.8184, -0.0354, 1.0124], [5.7077, 0.4585, 1.9215], [5.3377, 0.6623, 3.2671], [3.4171, -0.0979, 1.1402], [2.8491, 0.4001, 2.2829], [1.4469, 0.3982, 2.4000], [2.6740, -0.6421, 0.1002], [-0.1898, 0.0433, -2.0557], [-0.5699, -1.0027, -2.5615], [-0.9940, 0.8583, -1.1873], [-2.3499, 0.3311, -0.7968], [-2.1373, -0.9003, 0.0565], [-2.3682, -2.1804, -0.4278], [-2.0938, -3.2652, 0.3881], [-1.5852, -3.0274, 1.6556], [-1.3644, -1.8123, 2.1304], [-1.6434, -0.7827, 1.3500], [-7.2414, -2.3833, 0.4537], [-6.0568, -2.3271, -0.8617], [-5.5082, -2.4927, 0.8070], [-6.3804, -0.1971, 1.3233], [-6.9254, -0.0355, -0.3585], [-2.6351, 4.2712, 1.4443], [-4.1091, 3.2888, 1.3362], [1.1634, 3.3821, -0.6180], [3.1929, 3.0549, -1.6528], [3.7215, 1.3830, -1.8403], [3.0796, 2.2748, -3.2289], [2.7638, 0.1057, -3.5350], [1.2808, -0.8255, -3.8709], [1.5405, -2.1117, -1.8279], [2.9854, -2.2645, -2.8402], [5.1290, -1.3400, -2.1050], [6.4754, -0.4309, -0.2411], [4.8740, -0.2283, 3.6963], [6.2716, 0.8724, 3.7890], [4.6592, 1.5102, 3.3787], [1.0336, -0.6145, 2.4028], [0.9820, 0.9822, 1.5988], [1.2381, 0.8696, 3.3594], [1.6024, -0.7235, 0.1975], [-2.8952, 0.0263, -1.6976], [-2.7427, -2.3180, -1.4301], [-2.2630, -4.2746, 0.0455], [-1.3400, -3.8405, 2.3268], [-1.4597, 0.1923, 1.7865]],
  "forces_ev_per_a": [[0.203, 0.416, -0.038], [-0.557, -0.120, 0.289], [0.251, 0.044, -0.162], [-0.072, 0.363, 0.216], [-0.149, -0.151, -0.056], [0.459, -0.146, -0.302], [-0.578, -0.085, -0.067], [0.316, 0.045, 0.014], [-0.133, 0.049, 0.078], [0.207, -0.594, -0.565], [-0.063, 0.068, 0.129], [-0.154, 0.577, 0.341], [-0.021, -0.041, -0.006], [-0.160, -0.058, -0.066], [0.074, -0.584, -0.282], [-0.056, 0.246, -0.030], [0.097, -0.155, -0.025], [-0.122, -0.040, 0.081], [-0.108, 0.118, 0.197], [0.082, -0.057, -0.102], [-0.114, 0.027, -0.382], [0.004, 0.111, 0.483], [0.014, 0.153, 0.203], [0.559, -0.062, -0.261], [-0.293, -0.051, 0.027], [0.045, -0.049, 0.050], [0.121, 0.420, 0.041], [-0.218, -0.240, -0.063], [-0.406, 0.293, 0.270], [0.120, 0.056, 0.046], [0.012, -0.308, 0.012], [0.099, 0.052, 0.224], [-0.017, 0.067, -0.015], [-0.044, -0.283, -0.064], [0.185, 0.016, 0.485], [-0.100, 0.092, -0.304], [-0.102, -0.051, 0.018], [-0.013, -0.106, -0.107], [0.041, -0.083, 0.065], [-0.001, -0.046, -0.213], [0.105, -0.020, 0.129], [0.010, -0.015, -0.004], [0.088, 0.071, 0.004], [0.143, 0.107, 0.003], [-0.023, 0.040, 0.023], [0.061, -0.036, -0.007], [0.053, -0.009, -0.067], [-0.062, 0.042, 0.035], [0.177, 0.146, 0.044], [0.027, -0.048, -0.075], [-0.024, -0.053, -0.008], [0.061, -0.061, -0.116], [0.140, 0.011, 0.023], [0.024, 0.050, -0.011], [-0.070, -0.028, -0.005], [0.082, -0.101, 0.015], [0.012, 0.049, -0.016], [-0.005, -0.028, -0.008], [-0.060, -0.029, -0.058], [-0.170, 0.016, 0.067], [0.092, 0.047, 0.095], [-0.034, 0.012, -0.120], [0.003, -0.093, -0.010], [-0.018, -0.134, -0.027], [-0.021, 0.162, -0.061]],
  "lowdin_charge": [-0.0598, -0.2154, -0.0056, -0.4284, 0.0659, -0.0414, -0.2767, 0.1990, 0.1064, -0.1798, 0.0398, -0.2398, 0.0017, 0.0462, -0.1100, -0.1036, -0.2466, -0.0587, -0.0006, -0.1997, -0.0710, -0.0766, -0.1748, -0.1046, -0.0682, 0.0314, -0.3635, 0.0644, -0.0146, -0.1494, -0.1623, -0.0163, -0.0519, -0.1558, 0.0629, -0.0956, 0.0758, 0.0763, 0.0745, 0.1244, 0.1298, 0.1183, 0.0913, 0.1230, 0.0880, 0.0731, 0.0939, 0.1185, 0.1292, 0.1166, 0.1211, 0.1140, 0.1202, 0.0982, 0.0924, 0.0900, 0.0832, 0.0808, 0.1023, 0.1151, 0.1590, 0.1217, 0.1009, 0.1002, 0.1213]
}